No. 1
Entry from OMol25: a 3-piece molecular cluster, C30H68N6O14P3 overall (ωB97M-V/def2-TZVPD).

Each line ends with the Löwdin charge.
Atoms and positions in Å:
H (-0.493, -1.580, 0.061)  0.0658
H (-1.960, -1.842, -4.097)  0.1012
H (3.338, -4.401, 5.961)  0.1220
H (-6.253, 1.389, -2.115)  0.1204
H (2.260, 5.063, 2.440)  0.1032
H (2.000, 1.621, -2.362)  0.1334
C (-0.618, -2.638, 0.287)  -0.0604
H (2.677, -2.391, 1.859)  0.1104
C (-0.574, -4.712, -4.110)  0.1290
H (4.553, 4.565, 0.498)  0.1256
C (-0.095, -3.666, -3.773)  -0.1445
H (2.417, 6.967, 3.965)  0.0865
H (4.729, -5.286, 5.320)  0.1232
C (3.684, 5.117, 0.870)  -0.2185
N (-3.070, -2.333, -0.316)  0.0460
H (0.126, -1.671, -5.342)  0.1262
O (-3.506, 3.308, -4.148)  -0.2449
C (3.445, -7.067, 4.252)  -0.1128
H (0.228, -3.200, -0.108)  0.0558
O (-2.807, 0.038, -0.206)  -0.0669
N (-6.210, -2.446, -0.043)  -0.2342
H (-6.977, -0.604, -1.523)  0.0101
C (-1.811, -0.117, -2.865)  -0.3428
H (-1.180, 0.460, 1.645)  0.0798
C (3.597, 3.835, 4.431)  -0.1963
H (4.191, 6.961, 4.158)  0.0729
H (-5.595, -3.195, -0.344)  -0.0084
H (-3.754, 1.021, 1.301)  0.0966
N (-4.814, 2.050, -0.720)  0.0660
C (5.395, 6.759, 1.176)  -0.1067
O (2.666, -3.877, 0.419)  -0.1933
H (-0.973, 1.054, -1.289)  0.1214
H (4.457, 3.710, 5.092)  0.1217
H (0.314, 4.081, 0.218)  0.1267
O (1.351, 2.057, 0.046)  0.1073
C (4.679, -3.271, 1.732)  -0.1980
H (-1.712, -3.581, -1.343)  0.0913
H (-2.767, 1.684, -2.253)  0.1242
C (-2.055, 0.013, 2.122)  -0.0409
H (5.844, 6.409, 2.111)  0.0778
H (-3.945, -0.712, 1.410)  0.1007
N (-4.388, 0.434, -2.566)  -0.0394
H (-1.825, -0.421, -5.061)  0.0983
C (-1.437, -0.886, -4.160)  -0.1023
H (2.640, -7.792, 4.148)  0.0889
O (3.126, 5.945, 5.637)  -0.1751
H (-2.181, -4.088, 0.236)  0.1286
P (-5.934, -1.056, -0.677)  0.7628
C (1.208, 2.365, -2.319)  -0.0815
H (5.213, -2.365, 2.036)  0.1191
H (2.711, 3.467, 1.806)  0.1071
O (2.856, -5.830, 4.600)  -0.1935
C (3.948, -3.733, 4.035)  -0.2179
H (5.934, 6.311, 0.336)  0.0885
H (1.116, -5.169, 0.603)  0.0842
O (4.010, 6.477, 1.106)  -0.1880
H (-1.804, -1.011, 2.390)  0.0657
H (-1.609, 2.660, -5.657)  0.1256
H (-4.197, 2.853, -0.757)  0.1091
H (1.557, 3.260, -2.837)  0.1331
H (1.698, 4.924, 4.547)  0.1087
H (4.284, -5.079, 2.556)  0.0686
H (2.947, -3.348, 3.794)  0.1021
H (-4.874, 0.243, -3.445)  0.1068
C (3.106, 4.446, 2.098)  -0.2239
N (4.112, 4.256, 3.130)  -0.0457
H (-5.091, -1.283, -5.000)  0.0909
C (-0.637, 0.665, -2.254)  -0.1072
C (-0.059, 1.850, -3.029)  -0.1657
H (4.131, -7.414, 5.029)  0.0891
H (1.492, -4.281, 2.094)  0.0861
H (-0.777, 2.679, -3.038)  0.1099
C (-3.079, -1.108, -0.993)  -0.5531
H (5.272, -3.734, 0.939)  0.1215
H (2.260, 4.185, 6.038)  0.1217
O (-4.410, 1.257, -5.346)  -0.1019
O (-3.843, -3.468, -2.809)  -0.1782
H (0.207, -2.169, -2.338)  0.0868
O (-2.057, -1.176, -1.929)  -0.0158
O (0.196, 3.816, -0.708)  0.1078
O (-4.333, -1.600, -4.493)  -0.1059
H (3.987, -7.018, 3.300)  0.0761
H (-5.628, 2.328, -0.186)  0.1045
H (5.507, 7.840, 1.127)  0.0905
H (-6.744, -2.138, -3.768)  0.0929
H (0.154, -0.043, -2.006)  0.1308
C (1.925, -4.777, 1.221)  -0.1105
H (3.191, 7.931, 5.236)  0.0899
C (-2.992, 0.908, -2.986)  -0.1251
C (-3.233, 0.076, 1.152)  -0.2542
H (3.145, 2.844, 4.312)  0.1170
H (-5.011, 2.414, -2.759)  0.1054
C (3.767, -4.838, 5.055)  -0.2154
H (2.530, -5.629, 1.544)  0.0767
C (-1.905, -3.202, -0.339)  -0.1968
H (1.572, -2.482, -3.400)  0.1270
H (-1.064, -5.554, -4.538)  0.0333
C (-5.193, 1.622, -2.025)  -0.2159
H (-5.811, -0.023, 0.259)  0.0120
C (0.948, 2.709, -0.883)  -0.5454
H (0.730, -0.430, -4.281)  0.1020
C (0.484, -2.385, -3.370)  -0.1822
N (4.672, -4.196, 2.860)  -0.0488
H (-0.633, -2.795, 1.366)  0.0719
H (2.922, 5.110, 0.082)  0.1113
P (-3.200, 1.918, -4.521)  0.4789
O (-1.958, 1.772, -5.469)  -0.0800
H (0.217, 1.617, -4.055)  0.1049
C (-4.426, -0.908, -1.808)  -0.3038
C (0.033, -1.265, -4.333)  -0.1576
H (4.632, 5.115, 3.251)  0.0710
C (3.236, 6.990, 4.690)  -0.0988
P (-4.653, -2.298, -3.074)  0.4932
H (-5.211, 1.785, -5.207)  0.1059
H (3.562, -2.082, 0.375)  0.1195
C (2.594, 4.730, 5.152)  -0.2317
C (3.347, -2.851, 1.121)  -0.2258
H (4.512, -2.917, 4.498)  0.1248
O (-6.219, -2.630, -3.127)  -0.1206
H (-2.272, 0.601, 3.012)  0.0805
H (-3.786, -2.504, 0.366)  0.0996

Summary:
electronic energy = -3589.5646 a.u.
ΔE to the lowest compared entry with this formula, charge and spin = 0.00 kJ/mol
net charge = +1
strongest force on any atom = 1.192 eV/A
frontier orbital gap = 6.44 eV
highest occupied orbital energy = -10.0 eV

=====

No. 2
Entry from OMol25: a 9-piece molecular cluster, C30H69FN11O8 overall (ωB97M-V/def2-TZVPD).

Each line ends with the Löwdin charge.
Atoms and positions in Å:
H (0.793, 5.626, 5.282)  0.0729
H (4.034, 8.929, 0.936)  0.0935
C (0.610, 3.116, -0.952)  -0.1677
C (-6.107, -8.873, -3.081)  -0.5358
C (10.215, 3.137, -4.965)  -0.0062
H (6.397, 0.632, -2.601)  0.0959
H (0.331, -1.113, 1.604)  0.0981
H (5.435, 3.225, -0.151)  0.1290
N (-0.551, 5.279, 6.879)  -0.0021
H (-10.372, -5.893, -3.505)  0.0858
H (7.867, 1.734, -1.129)  0.0785
C (-5.287, -3.358, 1.241)  -0.5273
C (-7.776, -3.148, 1.623)  -0.0712
H (-0.228, -3.721, 5.977)  0.0804
H (2.160, 4.482, -0.451)  0.1050
N (-6.386, -2.831, 1.854)  0.0015
O (-8.032, -5.541, -1.510)  0.0045
N (-5.322, -7.859, -2.615)  0.0078
H (-9.824, -7.110, -2.337)  0.0915
C (0.041, -0.297, 2.412)  -0.0630
H (-9.114, -7.090, -3.962)  0.0794
O (-2.041, 3.615, 7.100)  0.0269
C (-0.820, 1.758, 0.870)  -0.2017
F (0.603, 2.119, 3.059)  -0.1087
C (0.386, 1.248, 1.880)  -0.2502
H (-3.510, -7.656, -1.650)  0.0842
N (0.180, 1.792, -1.596)  0.0558
C (5.177, 1.462, -1.051)  -0.5039
C (-5.434, -10.041, -3.747)  -0.0127
H (-8.590, -3.424, -5.087)  0.0830
C (0.493, 6.047, 6.243)  -0.0854
H (-0.910, 4.325, 4.307)  0.0760
H (-6.160, -2.134, 2.553)  0.1405
C (-5.501, -4.406, 0.183)  -0.0093
C (3.581, 7.198, -0.240)  -0.5212
C (6.104, 7.273, -0.350)  -0.0683
H (-7.341, -4.611, -5.540)  0.0829
N (-0.321, -4.942, 4.317)  -0.0049
H (0.508, -5.508, 4.456)  0.1409
H (-4.887, -9.704, -4.631)  0.0850
H (1.434, 1.153, 1.330)  0.1478
H (6.527, -0.198, -1.014)  0.0959
C (-9.505, -6.461, -3.158)  -0.0158
H (-1.117, -0.320, 2.675)  0.0945
N (-0.555, 4.023, -0.503)  0.0288
H (2.466, 8.983, 0.110)  0.0914
H (1.035, 1.168, -1.685)  0.1330
H (7.644, 3.502, -1.194)  0.0615
H (-1.307, 2.691, 4.872)  0.0841
H (-1.246, -5.173, 6.146)  0.0835
H (-4.757, -10.534, -3.044)  0.0866
H (5.094, -0.430, -2.033)  0.0901
O (-0.030, -5.401, 2.139)  0.0119
H (0.123, 7.064, 6.097)  0.0827
H (-6.189, -10.765, -4.063)  0.0867
C (3.511, 8.679, 0.009)  0.0008
H (-7.198, -4.035, -3.154)  0.1347
H (-2.179, 3.592, 0.924)  0.1417
O (3.957, 1.525, -0.919)  -0.0230
H (6.602, 7.098, -1.306)  0.0879
H (-2.789, -4.447, 3.168)  0.0881
O (-7.326, -8.811, -2.949)  0.0260
H (6.687, 6.807, 0.449)  0.0875
C (5.849, 0.295, -1.717)  0.0090
H (9.637, 2.236, -5.191)  0.0874
H (3.949, 9.222, -0.833)  0.0941
C (-0.690, -4.836, 3.008)  -0.5480
N (5.962, 2.476, -0.585)  0.0196
C (11.437, 5.591, -3.820)  -0.0746
H (-0.898, 5.590, 7.779)  0.1450
H (10.046, 5.135, -2.284)  0.1412
H (-0.154, 4.988, -0.320)  0.1276
H (-1.828, 0.887, -1.043)  0.1454
H (0.640, -0.449, 3.419)  0.1013
H (2.648, 2.717, -0.797)  0.0784
H (12.298, 5.615, -3.147)  0.0877
H (-5.848, -7.110, -2.181)  0.1251
H (-0.252, -0.023, -0.444)  0.1366
C (7.399, 2.592, -0.643)  -0.0780
C (-1.013, 3.385, 0.814)  -0.1489
C (-3.884, -7.744, -2.673)  -0.0811
H (6.031, 8.346, -0.168)  0.0829
H (-2.075, -4.029, 1.599)  0.0745
C (-8.437, -5.524, -2.670)  -0.5427
C (-1.909, -4.019, 2.680)  -0.0356
H (-3.416, -8.601, -3.159)  0.0764
O (2.574, 6.499, -0.307)  -0.0041
H (-1.828, 1.321, 1.338)  0.1516
H (4.776, 5.631, -0.557)  0.1262
H (-7.908, -3.909, 0.853)  0.0713
H (10.034, 3.870, -5.756)  0.0897
N (4.812, 6.630, -0.393)  0.0075
C (9.781, 3.692, -3.638)  -0.5250
C (-0.729, 3.592, 5.097)  -0.0317
H (-6.005, -5.275, 0.613)  0.0936
H (-6.089, -3.992, -0.640)  0.0670
N (10.393, 4.823, -3.184)  0.0026
H (-3.639, -6.833, -3.224)  0.0809
O (8.903, 3.160, -2.963)  -0.0015
H (-9.024, -5.142, -5.283)  0.0802
C (-0.957, -4.361, 5.474)  -0.0842
H (-8.203, -3.503, 2.564)  0.0858
H (0.330, 3.322, 5.132)  0.0778
C (-0.728, 1.048, -0.641)  -0.1339
H (11.737, 5.171, -4.781)  0.0803
H (7.773, 2.679, 0.380)  0.0907
O (-4.166, -2.972, 1.560)  -0.0106
N (1.918, 3.486, -0.728)  0.2184
H (-1.762, -2.983, 2.997)  0.0708
H (11.274, 2.867, -4.931)  0.0908
H (-1.839, -3.773, 5.214)  0.0775
C (-8.247, -4.452, -4.950)  -0.0790
N (-7.911, -4.631, -3.558)  0.0014
H (-8.286, -2.230, 1.321)  0.0838
H (-4.533, -4.728, -0.211)  0.0823
H (11.068, 6.609, -3.966)  0.0859
C (-1.163, 4.147, 6.425)  -0.5445
H (1.354, 6.070, 6.916)  0.0835
H (-0.488, 3.980, 1.675)  0.1256

Summary:
electronic energy = -2488.3815 a.u.
ΔE to the lowest compared entry with this formula, charge and spin = 524.06 kJ/mol
net charge = +1
strongest force on any atom = 4.764 eV/A
frontier orbital gap = 7.75 eV
highest occupied orbital energy = -10.4 eV